No. 1
C2H8NS | ωB97M-V/def2-TZVPD

CARTESIAN COORDINATES (ANGSTROEM)
N  -2.249  -1.826  0.414
H  -1.734  -0.953  0.574
H  -2.982  -1.679  -0.267
H  -2.690  -2.059  1.295
C  2.065  0.543  -1.003
C  0.788  -0.128  -0.504
S  -0.176  0.928  0.594
H  2.724  0.799  -0.169
H  1.825  1.477  -1.517
H  2.653  -0.084  -1.691
H  1.061  -1.065  -0.005
H  0.203  -0.422  -1.385

Computed properties:
ΔE to the lowest compared entry with this formula, charge and spin in kcal per mole: 0.8
LUMO level in eV: 4.356
Net charge: -1
Gap between HOMO and LUMO in hartree: 0.2459

These are the Löwdin partial charges, in e, on atoms 1 to 6: number 1, N, carries -0.02; number 2, H, carries -0.11; number 3, H, carries -0.02; number 4, H, carries -0.02; number 5, C, carries -0.27; number 6, C, carries -0.86

No. 2
C45H98F4IN2O8P | ωB97M-V/def2-TZVPD

CARTESIAN COORDINATES (ANGSTROEM)
C  -0.769  5.385  0.530
C  -1.462  4.659  1.356
C  -1.891  3.226  1.098
C  -1.349  2.352  2.241
N  -2.373  1.541  2.921
N  -3.394  1.065  2.055
P  -2.894  2.204  4.422
C  -4.391  3.264  4.122
O  -3.520  0.894  5.227
C  -0.169  1.391  1.774
C  0.984  2.334  1.414
C  2.162  1.772  0.590
C  2.921  2.977  -0.055
C  4.110  3.454  0.816
C  3.878  4.888  1.376
C  3.569  4.837  2.902
C  4.553  5.737  3.675
C  4.091  5.887  5.139
C  4.130  4.597  5.951
C  5.544  4.267  6.484
C  5.649  4.450  8.012
C  5.278  3.175  8.779
O  4.251  3.466  9.711
C  3.608  2.274  10.111
C  0.101  0.526  3.029
C  1.555  0.010  3.187
C  2.432  0.920  4.086
I  1.383  -1.897  4.276
O  -0.752  0.677  0.695
C  -0.145  -0.519  0.283
C  -1.240  -1.586  0.047
F  -0.763  -2.390  -0.927
F  -2.339  -0.972  -0.358
C  -1.473  -2.474  1.268
F  -2.226  -1.859  2.183
F  -2.185  -3.564  0.867
H  -0.383  6.327  0.890
H  -0.578  5.118  -0.500
H  -1.767  5.089  2.302
H  -1.496  2.938  0.130
H  -2.978  3.256  1.040
H  -0.887  2.976  3.004
H  -4.152  1.735  1.952
H  -3.785  0.191  2.381
H  -5.283  2.700  4.394
H  -4.454  3.699  3.125
H  -4.319  4.080  4.835
H  -3.729  0.179  4.604
H  1.405  2.675  2.362
H  0.654  3.235  0.912
H  2.912  1.296  1.212
H  1.873  1.129  -0.237
H  2.251  3.775  -0.361
H  3.354  2.581  -0.976
H  4.345  2.738  1.600
H  4.986  3.488  0.167
H  3.003  5.325  0.903
H  4.729  5.524  1.143
H  3.688  3.830  3.298
H  2.535  5.133  3.081
H  4.513  6.714  3.195
H  5.563  5.330  3.619
H  3.052  6.217  5.100
H  4.672  6.686  5.604
H  3.456  4.718  6.799
H  3.767  3.726  5.405
H  6.291  4.896  6.002
H  5.795  3.230  6.258
H  5.000  5.267  8.323
H  6.675  4.722  8.257
H  4.987  2.353  8.117
H  6.174  2.846  9.319
H  2.988  2.434  10.987
H  2.968  1.898  9.303
H  4.339  1.486  10.317
H  -0.569  -0.322  3.064
H  -0.098  1.094  3.933
H  2.050  -0.261  2.268
H  1.864  1.833  4.264
H  3.329  1.238  3.556
H  2.643  0.482  5.052
H  0.639  -0.931  0.920
H  0.300  -0.373  -0.706
H  -0.550  -2.853  1.704
C  6.939  5.538  -4.090
C  6.226  4.771  -2.988
O  4.853  4.546  -3.247
C  4.550  3.772  -4.393
C  5.104  2.358  -4.338
H  6.396  6.452  -4.333
H  7.950  5.798  -3.777
H  7.017  4.948  -5.005
H  6.262  5.356  -2.068
H  6.739  3.825  -2.779
H  4.884  4.285  -5.302
H  3.462  3.727  -4.441
H  6.194  2.349  -4.389
H  4.728  1.771  -5.176
H  4.815  1.869  -3.406
C  -1.646  -5.829  -2.054
C  -0.369  -5.178  -2.558
O  0.368  -5.991  -3.454
C  -0.292  -6.339  -4.657
C  -0.656  -5.142  -5.520
H  -1.436  -6.823  -1.654
H  -2.097  -5.220  -1.271
H  -2.383  -5.942  -2.852
H  0.292  -4.992  -1.710
H  -0.579  -4.202  -3.010
H  -1.177  -6.951  -4.445
H  0.401  -6.974  -5.206
H  -1.427  -4.527  -5.054
H  -1.036  -5.474  -6.487
H  0.218  -4.508  -5.681
C  -4.018  -3.071  -1.669
C  -5.169  -2.789  -2.617
O  -5.450  -3.850  -3.515
C  -5.831  -5.074  -2.915
C  -7.098  -4.967  -2.084
H  -3.136  -3.398  -2.221
H  -3.768  -2.180  -1.102
H  -4.271  -3.858  -0.955
H  -4.917  -1.932  -3.243
H  -6.071  -2.514  -2.057
H  -5.010  -5.483  -2.315
H  -5.994  -5.772  -3.737
H  -6.937  -4.352  -1.197
H  -7.425  -5.953  -1.753
H  -7.899  -4.505  -2.664
C  -7.375  -1.018  0.941
C  -8.298  -2.190  0.644
O  -9.616  -2.013  1.127
C  -10.332  -0.919  0.584
C  -10.543  -1.012  -0.918
H  -7.408  -0.765  2.002
H  -6.348  -1.267  0.667
H  -7.661  -0.127  0.380
H  -7.910  -3.078  1.145
H  -8.310  -2.414  -0.429
H  -9.848  0.027  0.851
H  -11.302  -0.924  1.082
H  -9.604  -0.910  -1.464
H  -11.212  -0.219  -1.256
H  -10.975  -1.977  -1.185
C  2.297  -7.526  -7.235
C  3.011  -8.131  -8.432
O  2.195  -8.247  -9.582
C  1.690  -7.034  -10.110
C  2.771  -6.071  -10.573
H  1.361  -8.052  -7.042
H  2.927  -7.586  -6.346
H  2.056  -6.474  -7.399
H  3.323  -9.147  -8.186
H  3.925  -7.571  -8.663
H  1.023  -6.550  -9.388
H  1.074  -7.317  -10.964
H  3.352  -5.683  -9.734
H  2.325  -5.221  -11.089
H  3.465  -6.572  -11.249

Computed properties:
LUMO level in eV: 0.355
SMILES string: C=CC[C@@H](N(N)P(C)O)[C@@](CCCCCCCCCCCCOC)(C[C@@H](C)I)OCC(F)(F)C(F)F.CCOCC.CCOCC.CCOCC.CCOCC.CCOCC
Gap between HOMO and LUMO in hartree: 0.3253

These are the Löwdin partial charges, in e, on atoms 1 to 6: number 1, C, carries -0.01; number 2, C, carries -0.20; number 3, C, carries -0.13; number 4, C, carries -0.29; number 5, N, carries -0.35; number 6, N, carries 0.04

No. 3
C6H6N2 | ωB97M-V/def2-TZVPD

CARTESIAN COORDINATES (ANGSTROEM)
C  1.154  -0.377  -0.366
C  0.554  0.881  -0.120
C  -1.012  -0.919  -0.406
C  0.899  1.788  0.807
C  -1.474  -1.278  0.797
N  1.956  -1.167  -0.781
C  -0.778  0.705  -0.797
N  -1.523  1.389  -1.446
H  2.729  -0.969  -1.412
H  -1.175  -1.535  -1.284
H  1.732  1.633  1.480
H  0.303  2.683  0.913
H  -1.293  -0.665  1.675
H  -2.074  -2.169  0.939

Computed properties:
ΔE to the lowest compared entry with this formula, charge and spin in kcal per mole: 134.6
LUMO level (alpha / beta) in eV: -0.841 / -0.416
Gap between HOMO and LUMO (alpha / beta) in hartree: 0.2269 / 0.3173

These are the Löwdin partial charges, in e, on atoms 1 to 6: number 1, C, carries -0.14; number 2, C, carries -0.28; number 3, C, carries -0.14; number 4, C, carries 0.09; number 5, C, carries 0.00; number 6, N, carries 0.20

No. 4
C2H6O | ωB97M-V/def2-TZVPD

CARTESIAN COORDINATES (ANGSTROEM)
C  -1.099  0.072  0.238
O  -0.025  0.879  -0.005
C  1.090  0.146  -0.294
H  -0.387  -1.062  0.785
H  -1.828  0.687  0.805
H  -1.570  -0.381  -0.641
H  1.002  -0.477  -1.195
H  0.868  -0.856  0.680
H  1.955  0.850  -0.366

Computed properties:
ΔE to the lowest compared entry with this formula, charge and spin in kcal per mole: 71.5
LUMO level in eV: 1.034
Gap between HOMO and LUMO in hartree: 0.4124

These are the Löwdin partial charges, in e, on atoms 1 to 6: number 1, C, carries -0.16; number 2, O, carries -0.26; number 3, C, carries -0.16; number 4, H, carries 0.13; number 5, H, carries 0.09; number 6, H, carries 0.07

No. 5
C7H13N5O | ωB97M-V/def2-TZVPD

CARTESIAN COORDINATES (ANGSTROEM)
C  -3.964  -0.478  -0.491
C  -3.520  0.726  0.173
C  -3.032  -1.509  -0.709
C  -2.242  0.830  0.647
C  -1.753  -1.443  -0.138
C  -1.307  -0.308  0.558
C  2.460  0.205  -0.134
N  -0.091  -0.155  1.162
N  2.530  -1.097  -0.128
N  1.195  0.714  0.001
N  3.719  -1.733  -0.116
N  1.112  2.124  -0.011
O  3.452  1.124  -0.353
H  -5.000  -0.607  -0.835
H  -4.267  1.526  0.094
H  -3.209  -2.278  -1.464
H  -1.871  1.656  1.128
H  -1.043  -2.320  -0.233
H  -0.168  0.686  1.767
H  1.613  -1.493  0.040
H  4.049  0.874  -1.100
H  3.772  -2.638  -0.587
H  4.316  -1.760  0.687
H  1.056  2.435  1.063
H  1.990  2.476  -0.555
H  0.204  2.440  -0.469

Computed properties:
ΔE to the lowest compared entry with this formula, charge and spin in kcal per mole: 127.3
LUMO level (alpha / beta) in eV: -9.088 / -9.088
Net charge: +2
Gap between HOMO and LUMO (alpha / beta) in hartree: 0.2771 / 0.2771

These are the Löwdin partial charges, in e, on atoms 1 to 6: number 1, C, carries 0.04; number 2, C, carries -0.02; number 3, C, carries -0.02; number 4, C, carries 0.00; number 5, C, carries 0.02; number 6, C, carries -0.31